DFT (wB97M-V/def2-TZVPD) results for a structure of composition C18H33AuOPTe4.

**Electronic energy**: -2330.20852 Eh
**Frontier orbital gap**: 0.2077 Eh
**Energy relative to the best compared isomer or geometry (same formula, charge and spin)**: 9.6 kcal per mole
**Molecular weight**: 1003.80 g mol⁻¹

Structure (ORCA input):
```
! RIJCOSX wB97M-V def2-TZVPD def2/J DEFGRID3
* xyz -1 1
Au 0.306 -1.386 -0.219
Te -1.188 -3.263 -1.404
Te 1.005 -4.710 -2.047
Te 3.266 -3.086 -1.949
Te 2.613 -0.592 -1.096
O -0.850 1.581 -0.566
P -0.220 2.558 -1.510
C 0.402 1.634 -2.969
C 0.915 2.313 -4.255
C -0.097 2.346 -5.407
C -0.723 0.979 -5.670
C -1.400 0.443 -4.412
C -0.400 0.347 -3.268
C 1.168 3.459 -0.678
C 1.735 2.605 0.479
C 3.225 2.821 0.753
C 4.140 2.777 -0.485
C 3.433 3.130 -1.799
C 2.269 4.082 -1.556
C -1.426 3.974 -1.604
C -2.855 3.576 -2.005
C -3.152 3.762 -3.492
C -2.793 5.165 -3.975
C -1.323 5.466 -3.693
C -1.029 5.330 -2.206
H 1.295 1.165 -2.501
H 1.783 1.738 -4.596
H 1.273 3.323 -4.052
H 0.409 2.709 -6.306
H -0.897 3.050 -5.184
H 0.052 0.273 -5.987
H -1.445 1.064 -6.487
H -1.809 -0.553 -4.593
H -2.236 1.088 -4.131
H 0.329 -0.430 -3.522
H -0.897 0.008 -2.361
H 0.622 4.294 -0.231
H 1.521 1.545 0.322
H 1.178 2.838 1.388
H 3.550 2.057 1.461
H 3.350 3.784 1.259
H 4.591 1.788 -0.575
H 4.967 3.476 -0.328
H 3.069 2.229 -2.297
H 4.148 3.588 -2.486
H 1.852 4.424 -2.503
H 2.653 4.975 -1.049
H -1.451 4.109 -0.517
H -3.550 4.205 -1.435
H -3.036 2.544 -1.698
H -4.210 3.555 -3.674
H -2.582 3.038 -4.072
H -3.419 5.902 -3.457
H -2.997 5.257 -5.046
H -1.071 6.477 -4.025
H -0.692 4.777 -4.254
H -1.610 6.098 -1.678
H 0.022 5.549 -2.011
*
```

Atom charges from the Mulliken analysis, given in e for atoms 1 to 5: 0.2123 -0.5313 -0.1278 -0.1612 -0.1770

DFT (wB97M-V/def2-TZVPD) results for an isolated molecule of C10H22O5Si at a distorted geometry.

**Electronic energy**: -1059.82566 Eh
**Frontier orbital gap**: 0.3713 Eh
**Molecular weight**: 250.37 g mol⁻¹

Structure (ORCA input):
```
! RIJCOSX wB97M-V def2-TZVPD def2/J DEFGRID3
* xyz 0 1
C -2.375 -4.682 0.616
C -2.166 -4.031 -0.742
O -1.079 -3.141 -0.679
C -1.349 -1.938 -1.365
C -0.118 -1.026 -1.388
O 0.909 -1.544 -0.600
C 2.191 -1.107 -0.962
C 2.760 -0.055 0.000
O 1.713 0.649 0.639
C 2.181 1.464 1.706
Si 1.920 3.317 1.359
C 0.448 3.565 0.201
C -0.850 3.352 1.016
C -2.056 2.878 0.239
O -3.079 2.709 0.773
O -1.931 2.702 -1.107
H -1.751 -5.555 0.745
H -3.405 -4.999 0.722
H -2.201 -3.952 1.394
H -3.081 -3.505 -0.983
H -1.984 -4.827 -1.461
H -1.697 -2.158 -2.375
H -2.171 -1.438 -0.853
H -0.449 -0.064 -0.992
H 0.176 -0.870 -2.422
H 2.255 -0.770 -1.991
H 2.842 -1.972 -0.890
H 3.327 0.660 -0.594
H 3.387 -0.555 0.732
H 3.242 1.325 1.891
H 1.689 1.188 2.635
H 1.592 4.006 2.631
H 3.122 3.992 0.823
H 0.476 4.599 -0.125
H 0.545 2.899 -0.645
H -0.685 2.611 1.789
H -1.069 4.275 1.523
H -1.281 1.999 -1.258
*
```

Atom charges from the Mulliken analysis, given in e for atoms 1 to 5: -1.1530 -0.3164 -0.2958 -0.6536 0.1805

DFT (wB97M-V/def2-TZVPD) results for a cluster of 5 separate species, C9H16Cl8O3 in total at a distorted geometry.

**Electronic energy**: -4259.84564 Eh
**Frontier orbital gap (spin up / spin down)**: 0.3468 / 0.3133 Eh
**Molecular weight**: 455.85 g mol⁻¹

Structure (ORCA input):
```
! RIJCOSX wB97M-V def2-TZVPD def2/J DEFGRID3
* xyz -1 2
C 4.782 11.677 16.987
O 5.109 11.162 18.020
O 4.691 11.122 15.880
O 4.206 12.800 17.048
Cl 4.974 6.490 18.741
C 4.085 7.902 18.299
C 3.412 7.835 16.884
Cl 2.062 6.563 16.751
H 4.907 8.618 18.284
H 3.468 8.239 19.132
H 4.063 7.658 16.028
H 2.988 8.826 16.720
Cl 8.105 7.449 17.218
C 7.617 9.060 16.714
C 7.263 9.008 15.200
Cl 8.555 8.562 14.124
H 8.464 9.700 16.964
H 6.733 9.350 17.282
H 6.809 9.950 14.893
H 6.567 8.195 14.995
Cl 7.537 14.806 20.162
C 6.857 14.374 18.625
C 6.116 15.586 18.019
Cl 4.714 16.159 19.029
H 6.287 13.449 18.703
H 7.684 14.135 17.957
H 5.719 15.437 17.015
H 6.834 16.391 17.861
Cl 7.719 15.184 14.604
C 6.204 14.199 14.261
C 6.572 12.730 14.060
Cl 7.581 12.423 12.639
H 5.717 14.493 13.331
H 5.440 14.343 15.025
H 5.663 12.144 13.922
H 7.053 12.364 14.967
*
```

Atom charges from the Mulliken analysis, given in e for atoms 1 to 5: 0.8392 -0.5976 -0.6083 -0.5357 -0.1841

DFT (wB97M-V/def2-TZVPD) results for a structure of composition C3H4O3Pm at a distorted geometry.

**Electronic energy**: -950.74719 Eh
**Frontier orbital gap (spin up / spin down)**: 0.2172 / 0.2262 Eh
**Energy relative to the best compared isomer or geometry (same formula, charge and spin)**: 0.0 kcal per mole
**Molecular weight**: 233.06 g mol⁻¹

Structure (ORCA input):
```
! RIJCOSX wB97M-V def2-TZVPD def2/J DEFGRID3
* xyz 0 6
O -1.395 0.733 -1.313
C -2.162 1.295 -0.403
C 0.807 -1.461 0.027
O -3.380 1.056 -0.304
O -1.498 2.009 0.471
C 1.791 -0.792 0.660
H -0.170 -1.594 0.496
H 0.978 -1.912 -0.953
H 1.647 -0.406 1.673
H 2.796 -0.736 0.236
Pm 0.587 1.809 -0.589
*
```

Atom charges from the Mulliken analysis, given in e for atoms 1 to 5: -0.7886 0.8126 -0.2912 -0.6772 -0.7987

DFT (wB97M-V/def2-TZVPD) results for a cluster of 3 separate species, C12H16F3N3O3S in total at a distorted geometry.

**Electronic energy**: -1554.41488 Eh
**Frontier orbital gap**: 0.2568 Eh
**Molecular weight**: 339.34 g mol⁻¹

Structure (ORCA input):
```
! RIJCOSX wB97M-V def2-TZVPD def2/J DEFGRID3
* xyz 0 1
C -0.506 0.479 -0.851
C -0.378 -0.966 -0.053
F 1.023 -1.191 0.406
N -1.366 -0.996 1.092
C -1.035 0.050 2.135
C -2.240 1.163 2.381
O -1.958 2.109 3.320
F -3.558 1.159 1.705
S -1.309 -2.615 1.773
O -2.628 -2.769 2.624
O -1.253 -3.750 0.716
F -0.002 -2.881 2.858
H -1.651 0.688 -0.974
H -0.038 1.354 -0.202
H 0.000 0.373 -1.915
H -0.582 -1.799 -0.882
H -0.036 0.624 1.926
H -0.914 -0.510 3.182
C 5.424 -0.135 3.287
C 4.395 -0.985 2.817
C 3.368 -0.182 2.373
N 3.740 1.124 2.564
C 4.994 1.162 3.115
H 6.376 -0.436 3.704
H 4.402 -2.067 2.802
H 2.407 -0.426 1.941
H 3.177 1.932 2.333
H 5.471 2.107 3.340
C -1.735 0.424 -5.584
C -2.761 -0.394 -5.056
C -3.448 0.356 -4.128
N -2.869 1.597 -4.075
C -1.827 1.650 -4.963
H -1.008 0.150 -6.338
H -2.977 -1.421 -5.324
H -4.296 0.114 -3.501
H -3.165 2.356 -3.474
H -1.240 2.552 -5.076
*
```

Atom charges from the Mulliken analysis, given in e for atoms 1 to 5: -0.8858 0.0567 -0.3074 0.0192 -0.2207